DFT (the ωB97M-V functional and the def2-TZVPD basis) results for C19H23N5O2 in the gas phase.

```
! wB97M-V def2-TZVPD RIJCOSX def2/J DEFGRID3
* xyz 0 1
O 2.237 2.881 -2.931
O -0.916 -0.263 3.327
N -3.574 -2.204 -4.496
N 1.610 0.923 -0.571
N -3.561 -2.375 -3.117
N -0.227 -0.528 -0.890
N -3.296 -2.594 -0.384
C 0.587 0.184 -0.069
C 0.327 0.325 1.304
C -0.760 -0.267 1.994
C -1.584 -1.011 1.058
C -2.471 -1.839 -2.478
C 0.958 3.431 -3.034
C -2.263 -1.974 -1.048
C -2.404 -1.668 -4.684
C -2.727 -1.655 1.621
C 0.466 0.251 5.240
C 2.674 2.153 -1.723
C -1.690 -1.330 -3.488
C 0.203 -0.710 4.096
C 4.244 2.248 -1.704
C 2.042 2.294 -0.328
C -3.559 -2.455 0.938
C -1.327 -1.200 -0.294
C -0.038 -2.179 4.507
C 2.176 0.748 -1.915
H 0.635 1.196 4.906
H -0.191 -2.663 3.515
H 1.044 0.943 1.884
H -0.322 0.181 5.912
H 4.581 3.287 -1.723
H 0.816 4.025 -3.925
H -2.875 -1.513 2.669
H 1.393 0.095 5.757
H 4.511 1.705 -2.650
H 0.050 2.781 -3.124
H 2.729 2.406 0.471
H -0.861 -0.648 -3.331
H -1.961 -1.434 -5.716
H 2.966 -0.054 -1.970
H 1.194 2.898 -0.328
H -1.028 -2.353 5.018
H 4.717 1.724 -0.852
H 1.169 -0.715 3.554
H -4.429 -2.886 1.383
H -4.430 -2.344 -2.578
H 0.848 4.109 -2.135
H 0.852 -2.557 5.070
H 1.464 0.628 -2.741
*
```

Computed properties:
- SMILES: COC1(C)CN(c2cc(OC(C)C)c3ccnc(-c4ccn[nH]4)c3n2)C1
- LUMO: -0.0103 hartree
- ΔE to the lowest compared entry with this formula, charge and spin: 6.680 eV
- HOMO energy: -8.00 eV
- Orbital gap: 7.716 eV

=====

DFT (the ωB97M-V functional and the def2-TZVPD basis) results for a molecular structure, C19H23N6PSeTc.

```
! wB97M-V def2-TZVPD RIJCOSX def2/J DEFGRID3
* xyz 2 2
Tc -0.611 -1.882 -0.034
Se -1.822 -3.700 -0.245
P -0.741 1.509 -0.689
N -0.085 1.721 2.032
N -3.520 1.081 -1.006
N -2.384 -0.729 -0.491
N 0.077 -0.983 -1.758
N 0.826 0.726 -2.896
N -0.411 -0.356 1.418
C 2.330 -1.903 2.523
C 1.185 -3.476 1.104
C 0.724 -1.464 -2.864
C 0.066 3.178 1.995
C 1.641 -2.785 -0.025
C 2.402 -1.609 0.149
C 2.744 -1.155 1.408
C -0.082 0.961 3.168
C 1.181 -0.402 -3.583
C 1.093 2.098 -3.337
C -0.302 0.902 0.980
C -3.840 2.471 -1.333
C -2.296 0.574 -0.744
C 0.146 0.350 -1.792
C -3.707 -1.062 -0.592
C 1.552 -3.029 2.383
C -4.418 0.057 -0.914
C -0.277 -0.330 2.778
C 3.553 0.098 1.594
H -4.909 2.545 -1.508
H 2.777 -1.089 -0.726
H 0.803 -2.515 -3.081
H -3.573 3.128 -0.509
H 0.059 1.391 4.144
H 1.915 2.078 -4.047
H 1.722 -0.360 -4.513
H 2.643 -1.588 3.512
H 1.377 2.714 -2.489
H 4.256 -0.009 2.419
H 4.113 0.350 0.696
H 2.901 0.943 1.834
H 0.682 3.468 1.148
H 1.590 -3.257 -0.997
H -0.340 -1.217 3.381
H -5.472 0.200 -1.081
H 1.259 -3.605 3.252
H 0.555 3.498 2.911
H -4.068 -2.062 -0.435
H -3.316 2.780 -2.235
H 0.215 2.519 -3.820
H 0.699 -4.433 0.992
H -0.907 3.661 1.925
*
```

Computed properties:
- Expectation value of S²: 0.78
- LUMO (spin up / spin down): -0.2652 / -0.2633 hartree
- ΔE to the lowest compared entry with this formula, charge and spin: 0.000 eV
- HOMO energy (spin up / spin down): -14.12 / -14.44 eV
- Orbital gap (spin up / spin down): 6.908 / 7.274 eV

=====

DFT (the ωB97M-V functional and the def2-TZVPD basis) results for C19H23NO3 in the gas phase.

```
! wB97M-V def2-TZVPD RIJCOSX def2/J DEFGRID3
* xyz 0 1
O 3.838 -2.026 -0.107
O 1.625 2.078 1.329
O 2.173 -0.601 -0.634
N -0.319 -0.147 0.936
C 4.169 0.333 0.408
C -1.481 -0.775 0.604
C -1.211 3.802 -0.010
C -1.892 -2.090 0.816
C 0.865 -0.799 1.420
C 4.171 -0.543 -1.958
C -5.382 -2.007 -0.655
C 3.588 -0.707 -0.558
C -2.048 2.696 -0.650
C 1.594 -1.517 0.268
C -3.619 -0.237 -0.443
C -4.023 -1.535 -0.230
C -0.395 1.158 0.492
C -1.630 1.380 -0.094
C 2.784 -2.377 0.750
C 0.275 3.461 -0.089
C 0.611 2.184 0.663
C -3.152 -2.445 0.397
C -2.342 0.159 -0.030
H 3.029 -2.148 1.796
H 1.519 -0.038 1.849
H 5.248 0.375 0.296
H 0.589 -1.532 2.184
H 3.687 -1.241 -2.635
H -4.275 0.474 -0.923
H -3.113 2.864 -0.473
H 2.606 -3.449 0.648
H -5.953 -1.198 -1.102
H 0.561 3.305 -1.134
H -5.935 -2.394 0.200
H -1.398 4.754 -0.511
H -5.293 -2.812 -1.385
H -1.498 3.911 1.039
H -1.246 -2.811 1.295
H 3.736 1.306 0.194
H 3.999 0.472 -2.303
H 0.865 -2.116 -0.295
H 0.887 4.271 0.313
H 5.236 -0.751 -1.930
H -3.494 -3.459 0.550
H 3.933 0.075 1.436
H -1.890 2.696 -1.735
*
```

Computed properties:
- SMILES: Cc1ccc2c(c1)c1c(n2C[C@@H]2COC(C)(C)O2)C(=O)CCC1
- LUMO: 0.0108 hartree
- ΔE to the lowest compared entry with this formula, charge and spin: 0.341 eV
- HOMO energy: -7.97 eV
- Orbital gap: 8.261 eV

=====

DFT (the ωB97M-V functional and the def2-TZVPD basis) results for a molecular structure, C19H23NO6.

```
! wB97M-V def2-TZVPD RIJCOSX def2/J DEFGRID3
* xyz 0 1
O 4.261 -0.167 2.108
O -3.623 0.012 -0.553
O 3.353 -1.981 1.565
O -1.363 3.416 -1.183
O -1.022 -1.228 -1.904
O -4.685 -0.124 -2.346
N -1.396 0.828 -1.629
C 6.114 2.056 5.726
C -3.658 0.203 -1.779
C -2.731 1.090 -2.454
C -0.835 -0.223 -1.284
C 2.110 1.494 1.303
C 0.195 1.489 -0.228
C -0.788 2.038 -1.032
C -3.765 -2.746 -3.844
C -5.673 -1.120 -2.054
C 1.196 2.249 0.469
C 5.100 -0.734 2.929
C 5.917 1.214 4.180
C 1.273 -0.504 0.177
C 2.129 0.242 0.945
C -4.930 -3.343 -3.136
C -5.185 -2.660 -1.873
C 5.354 0.125 4.331
C 0.267 0.088 -0.595
C 3.275 -0.856 1.603
H -5.809 -2.949 -1.122
H -4.104 -2.413 -1.107
H 4.427 -0.269 4.913
H -4.396 -4.392 -2.773
H 6.131 -0.627 2.202
H -3.537 -3.306 -4.723
H -2.741 -2.675 -3.381
H -2.555 0.581 -3.153
H 6.127 -0.594 4.909
H 1.112 3.169 0.895
H -5.850 -3.343 -3.743
H 4.749 -1.791 3.307
H -3.190 2.146 -2.389
H 1.405 -1.707 0.117
H 5.104 2.076 6.184
H -6.432 -1.063 -2.672
H 6.517 2.925 5.439
H -5.974 -0.552 -1.203
H 5.201 2.096 3.637
H 6.821 1.328 3.677
H -4.128 -1.650 -4.346
H 2.859 1.884 1.835
H 6.924 1.484 6.081
*
```

Computed properties:
- LUMO: -0.0615 hartree
- ΔE to the lowest compared entry with this formula, charge and spin: 17.899 eV
- HOMO energy: -9.56 eV
- Orbital gap: 7.888 eV

=====

DFT (the ωB97M-V functional and the def2-TZVPD basis) results for a molecular structure, C19H23O3Ru.

```
! wB97M-V def2-TZVPD RIJCOSX def2/J DEFGRID3
* xyz 2 6
Ru -0.165 -0.757 0.404
O -0.120 -0.273 -1.784
O 6.267 -0.025 -1.432
O 1.861 -0.373 0.126
C 4.517 0.019 -2.932
C -0.993 0.629 2.542
C -1.610 1.461 1.603
C 2.213 -0.114 -2.241
C 0.379 0.176 -4.030
C 4.969 -0.071 -1.560
C -2.446 0.856 0.647
C -1.670 -3.476 0.321
C 3.162 0.002 -3.232
C -1.403 2.945 1.618
C -2.677 -0.517 0.641
C 6.858 -0.133 -0.121
C 4.056 -0.191 -0.546
C -3.791 -3.194 1.654
C 2.679 -0.236 -0.838
C -2.301 -2.859 1.575
C -1.199 -0.762 2.531
C 0.775 -0.089 -2.611
C -2.066 -1.361 1.595
H -1.659 -4.563 0.387
H -0.574 3.232 0.966
H -2.933 1.477 -0.096
H 6.555 -1.065 0.354
H 0.715 -0.640 -4.676
H -0.614 -3.189 0.196
H -3.366 -0.938 -0.079
H -2.219 -3.198 -0.580
H -0.702 0.245 -4.088
H -0.756 -1.372 3.308
H -0.367 1.069 3.309
H 7.929 -0.126 -0.281
H -1.167 3.297 2.621
H -4.322 -2.894 0.749
H -4.262 -2.707 2.509
H 5.266 0.104 -3.709
H -2.291 3.465 1.262
H -1.806 -3.278 2.453
H 2.859 0.083 -4.266
H 4.347 -0.266 0.490
H -3.920 -4.270 1.769
H 6.563 0.719 0.489
H 0.825 1.101 -4.398
*
```

Computed properties:
- Expectation value of S²: 8.79
- LUMO (spin up / spin down): -0.2368 / -0.3495 hartree
- HOMO energy (spin up / spin down): -15.29 / -15.71 eV
- Orbital gap (spin up / spin down): 8.843 / 6.201 eV

=====

DFT (the ωB97M-V functional and the def2-TZVPD basis) results for a molecular structure, C19H24AsInN3O2S3.

```
! wB97M-V def2-TZVPD RIJCOSX def2/J DEFGRID3
* xyz 1 1
In 0.462 0.247 -0.270
As -1.865 1.070 -2.923
S 3.105 -3.218 -2.055
S -1.566 1.670 -0.898
S 1.423 -0.853 -2.363
O -0.752 -1.463 -0.156
O 0.337 -0.029 1.932
N 2.659 -0.077 0.106
N 1.409 2.215 0.714
N 3.199 -1.251 -0.322
C -2.564 -1.918 3.004
C -2.055 -0.820 -3.148
C -0.496 1.697 -4.107
C -3.610 -2.682 2.574
C 1.431 4.406 1.650
C 2.728 4.216 2.091
C 2.610 -1.698 -1.400
C 3.323 0.752 0.792
C 3.356 3.006 1.838
C -1.641 -1.792 0.739
C 2.668 2.027 1.145
C -0.325 -0.475 4.130
C -3.685 -3.019 1.211
C 4.353 -3.743 -0.869
C -3.509 1.871 -3.482
C -1.566 -1.444 2.117
C 0.806 3.375 0.967
C -2.733 -2.592 0.324
C -0.495 -0.636 2.643
H -4.309 1.477 -2.861
H -3.443 2.947 -3.354
H -2.503 -1.659 4.053
H -2.773 -2.865 -0.722
H 3.907 -3.889 0.111
H -2.181 -1.022 -4.210
H -4.364 -3.024 3.269
H -0.209 3.477 0.608
H 4.737 -4.686 -1.252
H -3.692 1.626 -4.527
H 4.357 0.570 1.067
H 3.248 5.002 2.623
H -1.169 -1.319 -2.761
H -0.833 1.553 -5.133
H -1.164 0.084 4.547
H 0.906 5.334 1.828
H -0.287 -1.444 4.629
H 4.369 2.816 2.168
H -0.325 2.751 -3.911
H -4.507 -3.632 0.859
H 5.152 -3.008 -0.811
H 0.416 1.134 -3.935
H -2.932 -1.139 -2.592
H 0.593 0.073 4.320
*
```

Computed properties:
- LUMO: -0.1239 hartree
- ΔE to the lowest compared entry with this formula, charge and spin: 0.215 eV
- HOMO energy: -10.54 eV
- Orbital gap: 7.166 eV

=====

DFT (the ωB97M-V functional and the def2-TZVPD basis) results for a molecular structure, C19H24BN6O2S3SbSe4Zr.

```
! wB97M-V def2-TZVPD RIJCOSX def2/J DEFGRID3
* xyz -2 1
Sb 3.798 3.558 0.663
Zr -0.253 0.861 -0.311
Se 4.405 3.919 -1.643
Se 3.482 5.526 1.996
Se 1.171 2.614 0.622
Se 4.789 1.644 1.784
S -2.321 2.219 0.671
S -4.835 1.178 1.958
S -0.321 1.620 3.801
O -0.705 1.410 -2.202
O -2.449 0.050 1.980
N 0.605 -2.165 0.673
N -1.595 -2.230 -0.589
N -1.857 -0.911 -0.651
N 1.642 0.125 -1.554
N 3.023 0.541 -3.202
N 0.686 -0.837 0.939
C -1.727 0.661 -4.208
C 0.722 -0.342 -5.031
C -3.165 -0.778 -0.880
C 0.619 0.284 -3.795
C -3.768 -2.032 -0.960
C -3.020 -1.026 2.712
C -1.604 0.041 -5.439
C 3.790 0.474 -2.059
C 1.602 -0.682 1.903
C -0.379 -0.458 -5.866
C 1.449 -2.824 1.469
C 2.114 -1.918 2.279
C 1.737 0.333 -2.858
C -0.480 0.649 5.312
C 2.927 0.207 -1.054
C 0.966 2.762 4.334
C -0.615 0.811 -3.374
C -2.722 -2.923 -0.768
C -3.220 1.074 1.584
B -0.129 -2.750 -0.572
H 1.911 2.243 4.503
H -0.149 -3.955 -0.473
H 3.331 0.865 -4.101
H -0.875 1.244 6.138
H -2.193 -1.713 2.885
H 1.674 -0.773 -5.324
H 1.117 3.475 3.525
H 0.418 -2.369 -1.579
H 1.851 0.303 2.263
H -2.479 -0.063 -6.070
H 0.660 3.297 5.234
H 3.154 0.125 -0.006
H -0.289 -0.954 -6.823
H -1.175 -0.165 5.102
H -4.808 -2.253 -1.122
H 2.869 -2.112 3.020
H -3.439 -0.670 3.653
H -3.807 -1.509 2.132
H -2.696 -4.000 -0.757
H 0.480 0.217 5.604
H 1.527 -3.896 1.390
H -2.675 1.057 -3.866
H -3.607 0.203 -0.950
H 4.836 0.715 -2.041
*
```

Computed properties:
- LUMO: 0.1476 hartree
- ΔE to the lowest compared entry with this formula, charge and spin: 0.548 eV
- HOMO energy: -1.87 eV
- Orbital gap: 5.887 eV

=====

DFT (the ωB97M-V functional and the def2-TZVPD basis) results for a molecular structure, C19H24Cl5LuN5S.

```
! wB97M-V def2-TZVPD RIJCOSX def2/J DEFGRID3
* xyz 3 1
Lu -0.724 -1.545 -0.268
Cl 3.239 -0.721 -0.648
Cl -0.770 -3.442 1.587
Cl 5.341 -2.443 0.853
Cl 4.382 -4.751 2.729
Cl 1.316 -5.269 3.119
S -1.110 1.059 0.402
N -1.553 2.712 2.377
N -0.423 -2.974 -2.382
N -2.224 -0.626 -2.114
N 1.947 0.624 -3.305
N 0.038 1.092 2.816
C -2.604 3.900 4.203
C 2.711 -2.009 0.386
C -0.190 3.816 4.107
C 0.982 -3.209 1.397
C -1.769 -0.396 -3.519
C 3.241 -3.787 1.912
C 1.867 -4.020 2.091
C -0.277 -2.456 -3.778
C 0.738 -0.238 -3.111
C -1.534 -1.722 -4.240
C 1.333 -2.184 0.512
C -1.434 3.470 3.588
C -1.290 4.948 5.922
C -0.521 0.497 -3.563
C -0.845 1.667 2.008
C 3.671 -2.759 1.059
C 0.939 -1.534 -3.893
C -2.525 4.636 5.373
C -0.126 4.553 5.279
H -1.179 -3.663 -2.421
H -1.231 5.514 6.839
H 2.745 0.210 -2.801
H -1.427 -1.518 -5.307
H 0.168 1.460 3.751
H -2.555 0.139 -4.059
H -3.431 4.965 5.860
H 0.687 -0.450 -2.026
H 1.843 -2.051 -3.560
H 0.621 0.333 2.507
H 2.187 0.699 -4.300
H 1.055 -1.292 -4.953
H 0.410 -3.538 -2.190
H 0.838 4.826 5.683
H -0.112 -3.303 -4.449
H -0.688 1.384 -2.944
H 1.811 1.573 -2.940
H 0.720 3.580 3.572
H -2.294 3.009 1.755
H -3.088 -1.169 -2.192
H -2.537 0.285 -1.763
H -0.390 0.822 -4.598
H -2.411 -2.365 -4.141
H -3.568 3.660 3.775
*
```

Computed properties:
- LUMO: -0.3265 hartree
- ΔE to the lowest compared entry with this formula, charge and spin: 0.089 eV
- HOMO energy: -15.96 eV
- Orbital gap: 7.070 eV

=====

| no. | strongest force on any atom (eV/Å) |
| --- | --- |
| 1 | 4.87 |
| 2 | 0.19 |
| 3 | 0.80 |
| 4 | 19.07 |
| 5 | 0.71 |
| 6 | 0.37 |
| 7 | 0.47 |
| 8 | 1.02 |